Entry 1:
13
Properties=species:S:1:pos:R:3:lowdin_spin:R:1 method="wB97M-V/def2-TZVPD" homo_ev="-7.08 / -8.83" spin_multiplicity=3 relative_energy_kcal_mol=134.6 gap_ev="7.75 / 6.76" largest_force_ev_per_a=4.04
C -2.149 0.543 1.269 0.23
C -0.627 0.460 -0.624 1.05
C 0.180 0.112 0.503 0.12
C 0.419 -0.689 -0.680 0.20
C 1.460 -0.335 -1.826 0.06
N 0.022 -0.140 1.752 0.23
N -1.201 0.446 2.131 0.06
H -2.908 1.298 1.550 0.02
H 0.306 -1.803 -0.664 0.02
H 2.360 -0.005 -1.379 0.00
H 1.237 0.432 -2.577 0.01
H 1.837 -1.196 -2.434 0.01
H -0.935 0.878 2.980 0.01

---

Entry 2:
21
Properties=species:S:1:pos:R:3:nbo_charge:R:1 method="wB97M-V/def2-TZVPD" homo_ev="-8.36 / -9.99" spin_multiplicity=1 relative_energy_kcal_mol=234.4 gap_ev="6.32 / 9.94" largest_force_ev_per_a=3.13
C -1.174 0.243 1.898 -1.12
C -2.938 0.103 -0.465 -1.12
C 0.188 1.543 -0.593 -1.03
C -0.343 -1.415 -0.407 -0.71
N 2.975 -0.075 -0.042 0.06
N 2.740 -0.902 -0.907 0.27
O 3.303 -1.601 -1.778 -0.25
O 4.347 0.214 0.234 -0.56
Si -1.165 0.220 0.048 1.52
H -1.483 1.163 2.344 0.24
H -2.129 -0.221 2.053 0.23
H -0.343 -0.100 2.495 0.25
H -3.701 0.818 -0.244 0.25
H -3.112 -0.257 -1.551 0.25
H -3.189 -0.729 0.178 0.24
H 0.585 2.168 0.183 0.23
H 0.917 0.984 -1.133 0.23
H -0.312 2.157 -1.348 0.22
H 0.630 -1.808 0.034 0.19
H -0.706 -1.947 -1.200 0.16
H 4.909 -0.557 0.201 0.47

---

Entry 3:
72
Properties=species:S:1:pos:R:3:mulliken_charge:R:1 method="wB97M-V/def2-TZVPD" homo_ev=-10.24 spin_multiplicity=1 relative_energy_kcal_mol=0.0 total_charge=+1 gap_ev=8.48 largest_force_ev_per_a=0.50
Sr 0.391 -0.795 -0.009 1.13
C -0.674 -3.805 -1.701 -0.59
C 0.309 -3.068 -2.578 -0.73
O 1.345 -2.474 -1.794 0.16
C 2.606 -3.130 -1.819 -0.74
C 2.584 -4.471 -1.101 -0.69
O 1.993 -4.413 0.184 -0.20
C 2.866 -4.206 1.279 -0.61
C 3.118 -2.740 1.581 -0.79
O 1.908 -2.003 1.714 0.17
C 1.182 -2.211 2.938 -0.88
C -0.128 -2.907 2.655 -0.46
O -0.905 -2.018 1.860 -0.03
C -2.151 -2.548 1.407 -0.76
C -1.955 -3.523 0.269 -0.73
O -1.171 -2.886 -0.734 0.06
H -0.192 -4.639 -1.185 0.32
H -1.494 -4.192 -2.315 0.38
H -0.189 -2.248 -3.099 0.18
H 0.733 -3.748 -3.320 0.46
H 3.307 -2.442 -1.349 0.32
H 2.931 -3.283 -2.853 0.38
H 3.606 -4.862 -1.051 0.45
H 1.991 -5.185 -1.676 0.33
H 3.827 -4.706 1.118 0.39
H 2.388 -4.682 2.137 0.34
H 3.678 -2.261 0.779 0.31
H 3.714 -2.656 2.495 0.40
H 0.995 -1.227 3.371 0.33
H 1.773 -2.805 3.636 0.50
H -0.655 -3.128 3.588 0.36
H 0.062 -3.842 2.120 0.25
H -2.733 -1.686 1.083 0.21
H -2.675 -3.043 2.228 0.41
H -2.930 -3.817 -0.133 0.40
H -1.441 -4.428 0.607 0.40
Se -1.950 1.121 0.166 -0.76
P -0.521 2.407 1.195 1.11
Se 1.396 1.501 1.643 -0.65
C -0.232 3.916 0.232 0.31
C 0.228 5.055 0.891 -0.53
C 0.510 6.203 0.168 -0.67
C 0.340 6.217 -1.210 -0.48
C -0.112 5.082 -1.867 -0.53
C -0.401 3.930 -1.148 0.22
C -1.328 2.992 2.713 0.29
C -0.651 3.045 3.924 -0.29
C -1.285 3.563 5.048 -0.60
C -2.586 4.029 4.958 -0.44
C -3.264 3.980 3.745 -0.70
C -2.639 3.462 2.624 -0.33
H 0.361 5.045 1.966 0.39
H 0.861 7.089 0.681 0.40
H 0.560 7.116 -1.772 0.39
H -0.242 5.093 -2.942 0.40
H -0.752 3.039 -1.651 -0.03
H 0.366 2.679 3.985 0.31
H -0.757 3.602 5.992 0.41
H -3.077 4.433 5.834 0.39
H -4.281 4.345 3.674 0.40
H -3.166 3.416 1.679 0.33
C 0.626 1.366 -5.864 -0.89
N -0.620 1.377 -5.115 -0.26
C -0.729 1.007 -3.837 0.71
N -1.967 1.043 -3.289 -0.34
S 0.608 0.489 -2.949 -0.25
H 0.409 1.674 -6.884 0.34
H 1.062 0.369 -5.872 0.29
H 1.348 2.052 -5.425 0.29
H -1.451 1.685 -5.593 0.25
H -2.694 1.563 -3.757 0.23
H -1.985 1.088 -2.273 -0.16

---

Entry 4:
8
Properties=species:S:1:pos:R:3:lowdin_spin:R:1 method="wB97M-V/def2-TZVPD" homo_ev="-6.34 / -9.71" spin_multiplicity=3 relative_energy_kcal_mol=0.0 gap_ev="7.13 / 7.89" largest_force_ev_per_a=8.34
C -0.565 0.115 0.009 0.46
C 0.769 -0.581 -0.186 0.04
N -0.550 1.274 0.434 0.31
N -0.497 2.289 0.869 0.72
I -2.331 -0.989 -0.458 0.43
H 0.948 -0.860 -1.255 0.02
H 0.781 -1.481 0.480 0.02
H 1.445 0.233 0.108 0.00

---

Entry 5:
15
Properties=species:S:1:pos:R:3:nbo_charge:R:1 method="wB97M-V/def2-TZVPD" homo_ev=-9.55 spin_multiplicity=1 relative_energy_kcal_mol=84.1 gap_ev=10.30 largest_force_ev_per_a=7.90
C 0.068 0.753 -0.139 0.02
C -1.132 0.208 -1.046 -0.41
C -1.217 -0.820 0.068 0.08
C -1.018 0.401 1.082 -0.43
C 0.877 -0.552 -0.004 0.75
H 0.904 2.313 1.023 0.38
H 1.679 2.042 -0.622 0.38
H -0.691 -0.336 -2.029 0.21
H -2.044 0.781 -1.168 0.23
H -2.158 -1.459 0.313 0.20
H -1.909 1.137 1.013 0.21
H -0.898 0.135 2.157 0.22
N 0.602 2.001 -0.136 -0.82
O -0.089 -1.453 -0.030 -0.49
O 2.019 -0.867 0.093 -0.55

---

Please write out number 5 again, unchanged.
15
Properties=species:S:1:pos:R:3:nbo_charge:R:1 method="wB97M-V/def2-TZVPD" homo_ev=-9.55 spin_multiplicity=1 relative_energy_kcal_mol=84.1 gap_ev=10.30 largest_force_ev_per_a=7.90
C 0.068 0.753 -0.139 0.02
C -1.132 0.208 -1.046 -0.41
C -1.217 -0.820 0.068 0.08
C -1.018 0.401 1.082 -0.43
C 0.877 -0.552 -0.004 0.75
H 0.904 2.313 1.023 0.38
H 1.679 2.042 -0.622 0.38
H -0.691 -0.336 -2.029 0.21
H -2.044 0.781 -1.168 0.23
H -2.158 -1.459 0.313 0.20
H -1.909 1.137 1.013 0.21
H -0.898 0.135 2.157 0.22
N 0.602 2.001 -0.136 -0.82
O -0.089 -1.453 -0.030 -0.49
O 2.019 -0.867 0.093 -0.55